No. 1
The following is a quantum chemistry calculation of a molecular structure, C35H92F3O16SV at a distorted geometry, from OMol25.

Geometry (Å):
O 4.467 -1.391 3.960
V 3.314 -1.240 2.865
C -0.445 -0.325 0.439
F -0.294 0.608 1.372
F -1.189 -1.304 0.907
F -1.011 0.202 -0.616
S 1.290 -0.921 -0.038
O 1.090 -2.196 -0.694
O 1.751 0.135 -0.918
O 2.076 -1.103 1.189
C -4.875 -1.845 -2.184
C -3.590 -2.310 -1.543
O -2.929 -3.188 -2.427
C -1.617 -3.405 -1.943
C -0.818 -4.166 -2.980
H -4.666 -1.171 -3.016
H -5.422 -2.679 -2.633
H -5.618 -1.322 -1.581
H -3.025 -1.405 -1.287
H -3.810 -2.821 -0.594
H -1.086 -2.466 -1.759
H -1.678 -3.964 -1.000
H 0.232 -4.215 -2.680
H -0.837 -3.641 -3.936
H -1.205 -5.172 -3.140
C -5.901 0.524 1.846
C -4.622 0.650 1.036
O -4.846 1.716 0.126
C -4.004 1.715 -1.000
C -4.418 2.757 -2.004
H -6.128 1.478 2.318
H -6.750 0.143 1.285
H -5.737 -0.220 2.633
H -3.689 0.843 1.575
H -4.509 -0.267 0.439
H -2.950 1.759 -0.696
H -4.085 0.741 -1.512
H -5.478 2.762 -2.245
H -3.818 2.588 -2.901
H -4.156 3.756 -1.646
C -0.448 3.709 4.351
C -1.570 2.986 3.634
O -2.679 3.846 3.683
C -3.868 3.310 3.123
C -4.886 4.447 3.124
H -0.257 4.629 3.796
H -0.749 3.987 5.360
H 0.494 3.158 4.375
H -1.254 2.816 2.594
H -1.793 2.007 4.081
H -3.669 2.973 2.099
H -4.204 2.437 3.699
H -4.415 5.319 2.675
H -5.164 4.716 4.141
H -5.740 4.105 2.539
C -2.540 -1.038 -4.853
C -1.241 -0.512 -4.273
O -1.155 0.861 -4.583
C 0.125 1.392 -4.250
C 0.198 2.809 -4.778
H -2.912 -2.005 -4.527
H -3.307 -0.314 -4.561
H -2.528 -1.059 -5.944
H -1.207 -0.647 -3.183
H -0.424 -1.114 -4.693
H 0.315 1.346 -3.167
H 0.902 0.756 -4.695
H 1.201 3.157 -4.517
H -0.543 3.423 -4.267
H 0.040 2.865 -5.852
C 2.442 2.625 2.164
C 3.524 1.805 1.486
C 4.725 2.616 1.027
O 4.020 0.855 2.493
H 2.688 3.190 3.061
H 1.515 2.052 2.253
H 2.104 3.382 1.445
H 3.141 1.300 0.604
H 5.230 3.221 1.784
H 4.408 3.314 0.251
H 5.462 1.938 0.595
H 4.512 1.341 3.169
C 3.142 -1.122 -5.601
C 2.685 -1.271 -4.156
C 3.220 -2.586 -3.575
O 3.174 -0.160 -3.420
H 2.961 -0.109 -5.965
H 2.693 -1.882 -6.237
H 4.228 -1.224 -5.679
H 1.592 -1.307 -4.103
H 3.138 -2.593 -2.484
H 4.284 -2.711 -3.795
H 2.706 -3.469 -3.957
H 2.664 -0.104 -2.600
C 0.398 -5.884 2.707
C 0.170 -5.194 1.381
O 1.028 -4.030 1.364
H 1.404 -6.311 2.759
H -0.287 -6.729 2.792
H 0.257 -5.201 3.544
H -0.856 -4.815 1.368
H 0.354 -5.821 0.510
H 0.865 -3.504 0.538
C -2.936 -1.833 3.568
C -1.903 -2.882 3.928
O -1.363 -2.656 5.230
H -2.538 -0.817 3.532
H -3.768 -1.868 4.272
H -3.397 -2.017 2.593
H -1.081 -2.852 3.201
H -2.327 -3.885 3.870
H -0.602 -2.084 5.128
C -1.999 5.208 0.598
C -0.906 4.209 0.230
O -0.290 4.573 -0.994
H -1.609 6.218 0.670
H -2.545 4.903 1.495
H -2.821 5.188 -0.125
H -1.254 3.170 0.196
H -0.156 4.305 1.031
H 0.492 3.984 -1.063
C 2.866 4.684 -2.292
C 2.753 3.175 -2.190
O 1.792 2.806 -1.194
H 3.624 4.949 -3.026
H 3.245 5.070 -1.341
H 1.878 5.108 -2.463
H 3.717 2.748 -1.881
H 2.469 2.718 -3.142
H 1.685 1.839 -1.174
C 5.542 -0.585 -0.765
C 5.827 -1.155 0.612
O 4.670 -1.870 1.133
H 6.285 0.194 -0.943
H 4.561 -0.105 -0.799
H 5.549 -1.304 -1.583
H 6.074 -0.364 1.317
H 6.670 -1.850 0.599
H 4.570 -2.609 0.516
C 2.953 -4.684 4.843
C 3.535 -4.455 3.458
O 2.851 -3.340 2.825
H 1.865 -4.740 4.804
H 3.256 -3.855 5.486
H 3.341 -5.582 5.322
H 3.406 -5.316 2.802
H 4.596 -4.227 3.536
H 2.096 -3.731 2.306

Computed properties:
* LUMO level (spin up / spin down): -5.95 / -5.49 eV
* charge: +1
* highest occupied orbital energy (spin up / spin down): -11.25 / -11.25 eV
* frontier orbital gap (spin up / spin down): 0.195 / 0.212 Eh
* 2S+1: 2

Atomic partial charges in e from the Löwdin method, atoms 1 to 4:
1. O -0.20
2. V 1.22
3. C -0.66
4. F 0.14

=====

No. 2
The following is a quantum chemistry calculation of C3H8N2O in the gas phase at a distorted geometry, from OMol25.

Geometry (Å):
N -0.386 -0.025 -1.446
C -0.086 -0.453 -0.078
C 1.370 -0.891 0.055
C -0.394 0.635 0.934
N -1.544 1.335 0.734
O 0.301 0.787 1.918
H 0.230 0.725 -1.762
H -0.193 -0.790 -2.092
H -0.725 -1.312 0.139
H 2.122 -0.119 -0.136
H 1.690 -1.257 1.030
H 1.593 -1.609 -0.744
H -1.875 1.902 1.499
H -2.101 1.072 -0.050

Computed properties:
* LUMO level: 0.92 eV
* highest occupied orbital energy: -9.63 eV
* frontier orbital gap: 0.388 Eh

Atomic partial charges in e from the natural (NBO) method, atoms 1 to 4:
1. N -0.84
2. C -0.15
3. C -0.62
4. C 0.66

=====

No. 3
The following is a quantum chemistry calculation of a molecular structure, C43H32ClI2LuN2O4P at a distorted geometry, from OMol25.

Geometry (Å):
Lu 0.507 0.342 -0.881
C -0.517 4.603 -0.044
C 0.875 4.181 0.317
N 1.804 5.116 0.419
C 3.059 4.762 0.735
C 3.430 3.466 1.005
C 4.868 3.117 1.283
O 5.347 2.109 0.385
C 2.447 2.469 0.916
C 2.827 1.083 1.227
N 2.190 0.067 0.797
C 2.626 -1.249 1.095
C 3.941 -1.668 0.949
C 4.259 -3.009 1.131
C 3.273 -3.930 1.455
C 1.955 -3.517 1.614
C 1.649 -2.183 1.427
I -0.292 -1.470 1.699
C 1.160 2.815 0.522
O 0.198 1.888 0.349
H -0.644 5.657 0.193
H -1.260 4.015 0.492
H -0.697 4.468 -1.114
H 3.795 5.558 0.764
H 5.003 2.708 2.285
H 5.482 4.017 1.222
H 5.251 2.446 -0.513
H 3.690 0.930 1.872
H 4.704 -0.943 0.687
H 5.284 -3.335 1.016
H 3.526 -4.974 1.588
H 1.184 -4.227 1.883
I -2.180 1.486 -1.749
C -2.132 0.968 -3.766
C -2.163 2.063 -4.580
C -2.361 1.913 -5.969
C -2.625 0.676 -6.464
C -2.622 -0.467 -5.624
C -3.043 -1.711 -6.159
C -3.146 -2.808 -5.364
C -2.675 -2.734 -4.038
C -2.148 -1.588 -3.500
P -1.145 -1.831 -1.971
C 0.175 -3.025 -2.433
C -0.001 -4.253 -3.076
C 1.081 -5.071 -3.360
C 2.371 -4.690 -3.007
C 2.570 -3.484 -2.356
C 1.475 -2.679 -2.080
C -2.293 -2.816 -0.950
C -1.920 -4.023 -0.365
C -2.798 -4.702 0.472
C -4.052 -4.173 0.741
C -4.431 -2.967 0.164
C -3.558 -2.295 -0.680
C -2.261 -0.368 -4.252
H -2.074 3.055 -4.159
H -2.365 2.785 -6.609
H -2.867 0.541 -7.511
H -3.326 -1.753 -7.204
H -3.535 -3.741 -5.747
H -2.716 -3.630 -3.432
H -0.986 -4.596 -3.355
H 0.915 -6.017 -3.859
H 3.212 -5.330 -3.240
H 3.563 -3.166 -2.065
H 1.691 -1.749 -1.565
H -0.939 -4.440 -0.556
H -2.500 -5.645 0.912
H -4.736 -4.701 1.392
H -5.411 -2.552 0.365
H -3.874 -1.365 -1.138
Cl 6.647 -0.253 -6.578
C 5.315 -0.010 -5.499
C 4.061 0.262 -6.024
C 2.997 0.444 -5.156
C 3.202 0.380 -3.783
C 4.468 0.118 -3.268
C 5.530 -0.092 -4.130
C 2.061 0.586 -2.871
O 0.879 0.252 -3.142
O 2.299 1.103 -1.711
H 3.925 0.322 -7.094
H 2.004 0.633 -5.544
H 4.617 0.079 -2.196
H 6.521 -0.311 -3.755

Computed properties:
* LUMO level: -2.70 eV
* charge: +1
* highest occupied orbital energy: -10.73 eV
* frontier orbital gap: 0.295 Eh

Atomic partial charges in e from the Löwdin method, atoms 1 to 4:
1. Lu 1.28
2. C -0.03
3. C -0.25
4. N 0.13

=====

No. 4
The following is a quantum chemistry calculation of a molecular structure, C42H43AsBrCsN7O4S at a distorted geometry, from OMol25.

Geometry (Å):
Cs -0.424 0.653 0.477
C 0.744 1.777 4.711
C 0.942 2.084 3.258
N 1.363 1.232 2.398
N 1.622 -0.038 2.909
C 1.582 -1.027 2.013
O 1.298 -1.007 0.795
C 1.806 -2.400 2.660
C 1.735 -3.509 1.821
C 1.903 -4.801 2.315
C 2.154 -4.997 3.667
C 2.234 -3.892 4.512
C 2.059 -2.605 4.015
C 0.504 3.430 2.730
C -0.244 4.283 3.536
C -0.714 5.476 3.015
C -0.424 5.798 1.701
C 0.342 4.899 0.974
N 0.807 3.749 1.464
H 1.308 0.894 4.987
H -0.311 1.577 4.931
H 1.052 2.624 5.329
H 1.548 -3.329 0.770
H 1.847 -5.648 1.640
H 2.292 -5.998 4.060
H 2.433 -4.038 5.568
H 2.112 -1.743 4.669
H -0.484 3.997 4.551
H -1.322 6.135 3.625
H -0.785 6.706 1.237
H 0.594 5.110 -0.062
C 3.244 0.595 -3.244
As 2.097 0.756 -1.668
C 3.536 0.762 -0.340
C 1.744 2.726 -1.700
C 2.912 3.538 -2.167
C 3.097 3.826 -3.519
C 4.199 4.557 -3.946
C 5.136 5.019 -3.027
C 4.954 4.749 -1.675
C 3.850 4.017 -1.252
H 4.121 1.239 -3.176
H 2.674 0.851 -4.138
H 3.563 -0.446 -3.299
H 4.332 1.442 -0.642
H 3.914 -0.258 -0.268
H 3.126 1.053 0.629
H 1.475 2.982 -0.673
H 0.873 2.850 -2.341
H 2.367 3.464 -4.236
H 4.325 4.768 -5.002
H 5.995 5.590 -3.359
H 5.668 5.111 -0.945
H 3.699 3.814 -0.197
Br -4.952 6.114 3.908
C -4.623 5.264 2.239
C -5.245 5.754 1.103
N -5.051 5.221 -0.107
C -4.200 4.187 -0.186
C -3.542 3.632 0.903
C -3.773 4.181 2.153
C -2.558 2.464 0.760
O -2.220 1.920 1.844
O -2.151 2.200 -0.399
H -5.919 6.600 1.178
H -4.011 3.773 -1.170
H -3.281 3.750 3.017
S -3.519 -6.596 0.865
C -3.002 -4.933 0.503
C -2.026 -4.320 1.269
C -1.639 -3.030 0.942
N -2.168 -2.333 -0.067
C -3.129 -2.921 -0.781
C -3.573 -4.215 -0.540
C -2.216 -7.544 0.104
C -2.276 -7.909 -1.231
C -1.236 -8.653 -1.772
N -0.166 -9.052 -1.079
C -0.123 -8.698 0.207
C -1.114 -7.955 0.837
H -1.559 -4.830 2.103
H -0.853 -2.538 1.508
H -3.572 -2.331 -1.576
H -4.356 -4.654 -1.147
H -3.121 -7.618 -1.843
H -1.271 -8.943 -2.817
H 0.747 -9.019 0.771
H -1.023 -7.697 1.885
C -2.511 0.166 -4.897
N -1.338 -0.566 -4.475
C -1.477 -1.974 -4.172
C -0.146 0.059 -4.284
O 0.071 1.237 -4.496
H -2.823 -0.138 -5.900
H -2.289 1.228 -4.904
H -3.333 -0.024 -4.202
H -1.742 -2.552 -5.061
H -2.247 -2.129 -3.415
H -0.535 -2.355 -3.780
H 0.618 -0.623 -3.888

Computed properties:
* LUMO level: 1.72 eV
* charge: -1
* highest occupied orbital energy: -4.86 eV
* frontier orbital gap: 0.242 Eh

Atomic partial charges in e from the Löwdin method, atoms 1 to 4:
1. Cs 1.59
2. C -0.04
3. C -0.31
4. N -0.12

=====

No. 5
The following is a quantum chemistry calculation of C4H6N2O in the gas phase, from OMol25.

Geometry (Å):
O -2.324 0.153 1.153
C -1.354 -0.054 0.467
N -1.030 0.576 -0.710
C 0.275 0.233 -1.234
C 0.796 -0.687 -0.135
C 0.844 -0.169 1.248
N -0.298 -0.976 0.795
H -1.554 1.388 -0.994
H 0.906 1.116 -1.386
H 0.202 -0.309 -2.186
H 1.424 -1.526 -0.422
H 1.468 -0.637 2.002
H 0.647 0.891 1.402

Computed properties:
* LUMO level: 0.87 eV
* highest occupied orbital energy: -9.88 eV
* frontier orbital gap: 0.395 Eh

Atomic partial charges in e from the natural (NBO) method, atoms 1 to 4:
1. O -0.59
2. C 0.77
3. N -0.64
4. C -0.23

=====

No. 6
The following is a quantum chemistry calculation of a molecular structure, C34H28N2O4PRuS3, from OMol25.

Geometry (Å):
Ru 0.900 0.847 -1.239
C -1.666 1.241 -2.991
C -0.705 0.153 -2.600
N 0.514 0.242 -3.150
N 1.208 -0.825 -3.612
C 2.440 -0.813 -3.253
S 2.973 0.291 -2.028
S 3.601 -1.868 -4.065
C 3.681 -3.225 -2.845
C 4.114 -2.827 -1.463
C 3.268 -3.068 -0.390
C 3.635 -2.702 0.897
C 4.851 -2.077 1.120
C 5.704 -1.830 0.049
C 5.337 -2.204 -1.232
C -1.169 -1.139 -2.071
C -2.345 -1.766 -2.467
C -2.663 -3.021 -1.976
C -1.801 -3.637 -1.072
C -0.647 -3.010 -0.641
C -0.324 -1.736 -1.127
O 0.733 -1.084 -0.675
H -1.134 2.185 -3.098
H -2.482 1.337 -2.279
H -2.094 0.986 -3.965
H 4.382 -3.935 -3.289
H 2.702 -3.702 -2.815
H 2.307 -3.530 -0.570
H 2.962 -2.901 1.721
H 5.137 -1.777 2.120
H 6.655 -1.340 0.216
H 5.992 -1.988 -2.069
H -3.003 -1.276 -3.176
H -3.570 -3.517 -2.292
H -2.044 -4.621 -0.689
H 0.004 -3.472 0.091
O 2.564 4.284 -0.176
S 1.551 3.286 -0.218
O 1.901 1.959 0.365
O 1.003 2.951 -1.568
C 0.149 3.887 0.686
C 0.153 5.215 1.075
C -0.943 5.736 1.746
C -2.028 4.922 2.027
C -2.021 3.587 1.644
C -0.937 3.044 0.962
P -0.844 1.257 0.555
C -0.265 0.549 2.136
C 0.938 -0.146 2.228
C 1.352 -0.647 3.456
C 0.571 -0.471 4.587
C -0.633 0.215 4.496
C -1.047 0.723 3.277
C -2.569 0.702 0.474
C -3.575 1.471 -0.107
C -4.859 0.962 -0.239
C -5.144 -0.325 0.191
C -4.142 -1.106 0.748
C -2.861 -0.597 0.891
H 1.016 5.825 0.850
H -0.943 6.774 2.051
H -2.885 5.320 2.554
H -2.874 2.966 1.880
H 1.548 -0.304 1.353
H 2.295 -1.171 3.523
H 0.899 -0.864 5.540
H -1.249 0.357 5.375
H -1.990 1.254 3.219
H -3.365 2.477 -0.450
H -5.635 1.574 -0.680
H -6.145 -0.723 0.081
H -4.353 -2.118 1.069
H -2.086 -1.217 1.321

Computed properties:
* LUMO level (spin up / spin down): -0.29 / -1.47 eV
* highest occupied orbital energy (spin up / spin down): -7.91 / -7.67 eV
* frontier orbital gap (spin up / spin down): 0.280 / 0.228 Eh
* 2S+1: 2

Atomic partial charges in e from the Löwdin method, atoms 1 to 4:
1. Ru 1.03
2. C -0.02
3. C -0.39
4. N -0.12

=====

No. 7
The following is a quantum chemistry calculation of 2 unconnected molecules or ions with the total composition C2H6FN at a distorted geometry, from OMol25.

Geometry (Å):
C 0.657 0.946 0.578
C -0.189 -0.382 0.365
N 0.236 -1.373 0.952
F -1.274 -0.138 -0.124
H 1.043 0.798 1.639
H 0.298 1.956 0.480
H 1.458 0.752 -0.162
H -0.677 0.007 -2.356
H -1.291 -0.375 -2.144
H -0.261 -2.191 0.773

Computed properties:
* LUMO level: 1.21 eV
* highest occupied orbital energy: -10.78 eV
* frontier orbital gap: 0.440 Eh

Atomic partial charges in e from the natural (NBO) method, atoms 1 to 4:
1. C -0.73
2. C 0.69
3. N -0.71
4. F -0.28

=====

No. 8
The following is a quantum chemistry calculation of a molecular structure, CH5PS3 at a distorted geometry, from OMol25.

Geometry (Å):
C 2.080 -0.446 -1.538
P -3.065 0.083 1.850
S 2.052 0.227 0.156
S -1.558 -0.881 0.881
S 0.303 1.143 0.289
H 1.437 -1.333 -1.583
H 3.096 -0.872 -1.880
H 1.574 0.276 -2.088
H -3.625 1.126 1.198
H -2.295 0.678 2.715

Computed properties:
* LUMO level (spin up / spin down): -1.71 / -1.64 eV
* highest occupied orbital energy (spin up / spin down): -8.39 / -8.41 eV
* frontier orbital gap (spin up / spin down): 0.246 / 0.249 Eh

Atomic partial charges in e from the natural (NBO) method, atoms 1 to 4:
1. C -0.77
2. P 0.26
3. S 0.21
4. S -0.26